Entry w
{"formula": "C43H55F5N10NaO2", "method": "wB97M-V/def2-TZVPD", "total_charge": -1, "homo_energy_ev": -4.1, "homo_lumo_gap_ha": 0.223, "elements": ["Na", "F", "F", "F", "F", "F", "O", "O", "N", "N", "N", "N", "N", "N", "N", "N", "N", "N", "C", "C", "C", "C", "C", "C", "C", "C", "C", "C", "C", "C", "C", "C", "C", "C", "C", "C", "C", "C", "C", "C", "C", "C", "C", "C", "C", "C", "C", "C", "C", "C", "C", "C", "C", "C", "C", "C", "C", "C", "C", "C", "C", "H", "H", "H", "H", "H", "H", "H", "H", "H", "H", "H", "H", "H", "H", "H", "H", "H", "H", "H", "H", "H", "H", "H", "H", "H", "H", "H", "H", "H", "H", "H", "H", "H", "H", "H", "H", "H", "H", "H", "H", "H", "H", "H", "H", "H", "H", "H", "H", "H", "H", "H", "H", "H", "H", "H"], "coordinates": [[-0.109, -1.300, -0.078], [4.466, -0.368, -2.555], [4.587, -3.834, -5.757], [1.244, -3.854, -2.421], [2.383, -4.962, -4.598], [5.642, -1.570, -4.646], [-1.775, -1.908, -1.323], [2.168, -1.466, -1.421], [-3.027, -2.820, -2.982], [-0.264, 2.444, 1.756], [2.816, -1.492, 2.341], [0.503, 3.677, -2.685], [2.319, -0.473, 1.623], [0.399, 4.340, 3.109], [-0.383, 2.127, -1.102], [0.428, 1.435, -3.177], [-3.913, -1.202, -1.535], [0.817, 2.175, 3.773], [1.809, 1.354, -3.657], [2.825, 1.891, 1.271], [2.311, -3.246, -2.982], [-2.845, -1.968, -1.919], [-2.290, 3.766, 1.614], [1.670, -4.901, 1.597], [4.532, -2.112, -4.113], [-1.235, 3.082, 0.993], [-1.292, -2.611, 1.636], [-1.913, -3.632, -3.432], [0.264, 2.966, 2.811], [-3.310, 4.301, -0.482], [-2.307, 3.584, -1.117], [-2.553, -2.683, 2.215], [2.757, -2.024, -2.391], [2.899, -3.834, -4.078], [1.250, -5.951, 2.442], [-0.911, -4.872, 2.709], [-3.029, -3.778, 2.970], [4.564, -2.101, 4.006], [0.818, -3.860, 1.336], [-4.205, -2.779, -3.822], [0.293, 4.078, -4.061], [-5.146, -1.119, -2.289], [-0.244, 4.834, 4.310], [3.921, -1.509, -3.035], [3.088, 0.560, 1.899], [1.875, 2.612, 4.656], [-0.012, -5.938, 2.969], [4.097, 0.195, 2.826], [-0.171, 0.114, -3.038], [0.386, 0.807, 3.953], [-5.421, -2.443, -2.980], [-2.225, -4.856, 3.227], [0.642, 4.773, -1.767], [0.524, 5.313, 2.055], [3.888, -1.142, 3.081], [0.138, 2.409, -2.244], [4.020, -3.272, -4.667], [-0.486, -3.777, 1.897], [-1.260, 2.967, -0.418], [-3.779, -0.331, -0.377], [-3.309, 4.380, 0.902], [-4.092, 4.915, 1.425], [-1.491, -3.254, -4.369], [-4.089, -2.029, -4.617], [2.290, 2.328, -3.604], [-4.314, -3.753, -4.302], [1.530, 2.675, 5.696], [1.118, -3.065, 0.659], [0.438, -0.552, -2.421], [-5.089, -0.318, -3.039], [-2.318, 3.777, 2.698], [3.468, 2.033, 0.399], [2.697, 1.893, 4.616], [1.928, -6.769, 2.660], [-4.648, -0.458, 0.273], [2.382, -2.402, 2.261], [5.266, -1.568, 4.645], [1.110, 4.881, 1.253], [-0.283, 5.348, -1.648], [0.013, 3.217, -4.660], [-4.041, -3.760, 3.368], [-4.100, 4.762, -1.063], [3.016, 2.700, 1.979], [5.113, -2.867, 3.455], [4.878, 0.821, 3.227], [-2.580, -5.702, 3.808], [1.199, 4.525, -4.483], [-0.450, 4.006, 4.987], [-2.347, 3.445, -2.193], [-0.235, -0.318, -4.040], [-1.165, 0.187, -2.607], [-2.880, -0.604, 0.169], [2.657, -4.934, 1.149], [2.376, 0.652, -3.039], [1.423, 5.443, -2.137], [-0.221, 0.486, 3.114], [1.784, 1.926, 0.944], [3.829, -2.602, 4.638], [-0.509, 4.827, -4.120], [-0.345, -6.751, 3.608], [-5.564, -3.220, -2.226], [1.249, 0.140, 4.004], [-0.184, 0.704, 4.885], [0.401, 5.552, 4.827], [1.065, 6.178, 2.451], [-2.248, -4.660, -3.589], [-3.711, 0.722, -0.668], [0.939, 4.391, -0.800], [-5.953, -0.866, -1.600], [-0.437, 5.656, 1.654], [-6.317, -2.381, -3.598], [1.826, 1.001, -4.691], [-1.192, 5.333, 4.073], [-3.238, -1.842, 2.091], [-1.137, -3.628, -2.675], [2.250, 3.583, 4.348]]}

Entry x
{"formula": "C43H55F5N10NaO2", "method": "wB97M-V/def2-TZVPD", "total_charge": -1, "homo_energy_ev": -3.9, "homo_lumo_gap_ha": 0.217, "elements": ["Na", "F", "F", "F", "F", "F", "O", "O", "N", "N", "N", "N", "N", "N", "N", "N", "N", "N", "C", "C", "C", "C", "C", "C", "C", "C", "C", "C", "C", "C", "C", "C", "C", "C", "C", "C", "C", "C", "C", "C", "C", "C", "C", "C", "C", "C", "C", "C", "C", "C", "C", "C", "C", "C", "C", "C", "C", "C", "C", "C", "C", "H", "H", "H", "H", "H", "H", "H", "H", "H", "H", "H", "H", "H", "H", "H", "H", "H", "H", "H", "H", "H", "H", "H", "H", "H", "H", "H", "H", "H", "H", "H", "H", "H", "H", "H", "H", "H", "H", "H", "H", "H", "H", "H", "H", "H", "H", "H", "H", "H", "H", "H", "H", "H", "H", "H"], "coordinates": [[-0.358, -0.575, 0.906], [-0.489, -5.321, -1.604], [0.117, -0.917, -3.258], [1.062, -1.930, -5.553], [0.421, -6.289, -3.924], [1.234, -4.638, -5.936], [-0.565, -2.564, -1.168], [-1.444, 1.406, 2.237], [-0.043, 3.001, 3.052], [2.488, -3.051, -0.115], [0.511, 1.528, -1.125], [3.658, -1.878, -1.699], [-2.223, -0.562, -1.919], [-2.819, -0.456, -0.719], [2.055, -0.764, -0.305], [0.595, 2.684, -3.221], [-1.343, 2.648, -1.985], [-2.370, 3.163, 3.339], [3.934, 0.727, 0.064], [-2.279, 4.501, 3.882], [-1.927, -2.276, 2.983], [-5.083, -0.700, 0.184], [-4.096, -0.719, -0.940], [0.150, 4.360, 3.512], [-0.030, 2.238, -2.058], [1.128, 2.278, 2.567], [-0.182, -3.056, -2.264], [1.747, -3.186, 1.124], [-1.287, 2.467, 2.831], [4.973, -2.419, -1.417], [-2.167, 2.770, -3.175], [-2.935, -3.092, 3.422], [0.694, -2.769, -4.572], [0.773, -4.132, -4.775], [0.230, -1.081, 3.260], [-3.069, -0.917, -2.902], [1.258, -0.844, 4.161], [-2.884, -3.631, 4.726], [-2.020, 2.701, -0.695], [-0.923, 4.729, 4.518], [-0.773, -2.492, 5.107], [2.605, -4.287, -0.878], [-4.313, -0.998, -2.311], [-1.829, -3.334, 5.544], [4.526, 1.980, 0.070], [-0.118, -4.453, -2.561], [0.324, -2.182, 5.947], [2.700, -1.830, -0.678], [1.318, -1.369, 5.474], [2.627, 0.505, -0.396], [1.875, 1.627, -0.820], [0.449, 4.071, -3.618], [-3.702, 2.638, 3.115], [3.800, 3.074, -0.379], [3.614, -0.966, -2.819], [0.352, -4.964, -3.749], [0.229, -2.267, -3.378], [-2.615, -1.177, -4.301], [1.794, 2.042, -3.722], [-0.806, -1.936, 3.791], [2.494, 2.886, -0.803], [0.135, 5.069, 2.673], [-3.072, 4.624, 4.622], [-1.210, -0.554, -1.958], [1.791, 0.999, -3.434], [0.364, -2.600, 6.948], [4.481, -0.126, 0.452], [-3.435, -1.018, -5.001], [-5.896, 0.003, -0.018], [-4.576, -0.406, 1.104], [1.398, 4.604, -3.486], [1.673, -4.849, -0.792], [-3.769, -3.332, 2.771], [-2.451, 5.251, 3.097], [1.792, 2.097, -4.814], [3.413, -4.916, -0.488], [5.709, -1.610, -1.309], [-2.409, 3.814, -3.411], [4.956, -2.994, -0.493], [1.945, 2.413, 3.279], [0.891, 1.216, 2.509], [-5.523, -1.688, 0.332], [0.677, -3.310, 0.927], [0.160, 4.153, -4.671], [4.225, -0.069, -2.672], [-3.103, 2.228, -3.031], [1.887, -2.315, 1.754], [3.976, -1.490, -3.709], [-4.271, 3.274, 2.425], [1.452, 2.631, 1.583], [-3.090, 2.562, -0.840], [1.900, 3.746, -1.101], [4.231, 4.069, -0.370], [-3.613, 1.644, 2.691], [-1.785, -0.523, -4.573], [-1.854, 3.670, -0.205], [2.111, -4.069, 1.655], [-1.782, -3.746, 6.549], [1.137, 4.423, 3.968], [-5.244, -1.252, -2.795], [-2.270, -2.209, -4.408], [-0.821, 5.770, 4.826], [2.712, 2.509, -3.349], [2.788, -4.079, -1.929], [5.538, 2.102, 0.439], [-0.822, 4.089, 5.398], [-4.246, 2.581, 4.062], [-1.985, -1.855, 1.983], [5.306, -3.070, -2.232], [-1.673, 1.923, -0.035], [2.587, -0.665, -2.996], [-1.650, 2.339, -4.030], [2.164, -1.128, 6.112], [2.101, -0.217, 3.852], [-3.683, -4.275, 5.075], [-0.308, 4.562, -3.009]]}

It is entry x that is most stable; the runner-up trails by 0.0176 hartree.

Entry w
{"formula": "C3H8NS2", "method": "wB97M-V/def2-TZVPD", "total_charge": 1, "homo_energy_ev": -13.6, "homo_lumo_gap_ha": 0.317, "elements": ["S", "S", "N", "C", "C", "C", "H", "H", "H", "H", "H", "H", "H", "H"], "coordinates": [[-0.942, -1.074, 1.900], [-0.455, 1.007, -1.937], [0.657, 1.345, 1.042], [-0.275, -0.432, 0.529], [-0.544, -0.449, -0.896], [0.762, -1.129, -0.354], [0.934, -2.147, -0.293], [-0.586, 0.418, -3.109], [1.278, 0.997, 1.662], [0.824, 1.419, 0.036], [-0.019, 2.119, 1.278], [-1.180, -1.229, -1.301], [-2.082, -0.219, 2.008], [1.629, -0.625, -0.563]]}

Entry x
{"formula": "C3H8NS2", "method": "wB97M-V/def2-TZVPD", "total_charge": 1, "homo_energy_ev": -13.5, "homo_lumo_gap_ha": 0.335, "elements": ["S", "S", "N", "C", "C", "C", "H", "H", "H", "H", "H", "H", "H", "H"], "coordinates": [[-1.429, 0.123, -2.283], [1.961, -0.881, -0.469], [-0.683, 0.214, 0.303], [0.180, 1.673, 2.190], [-1.920, 0.367, -0.537], [-0.265, 0.956, 1.197], [1.364, -1.959, -0.749], [3.133, -1.221, -1.041], [0.894, 2.487, 1.834], [-0.125, 1.917, 3.249], [-2.521, 1.296, -0.383], [-0.124, -0.615, 0.118], [-2.593, 0.069, -2.812], [-2.525, -0.547, -0.237]]}

It is entry x that is most stable; the runner-up trails by 0.0027 hartree.